Entry 1:
Entry from the Open Molecules 2025 dataset: a single C4H6O molecule at a distorted geometry (wB97M-V/def2-TZVPD).

The largest force on an atom comes out at 5.038 eV/A. The LUMO energy (spin up / spin down) is -1.2 / -1.2 eV. The orbital gap (spin up / spin down) comes out at 7.86 / 7.86 eV. The highest occupied orbital energy (spin up / spin down) comes out at -9.1 / -9.1 eV. Its total energy is -231.05383 Ha.

Each line ends with the Mulliken charge.
Cartesian coordinates (Å):
C  -0.49171  -0.78854  -0.03290  0.22
C  0.75671  -0.49865  -0.11606  -0.15
C  -1.87760  -0.42648  0.01781  -0.26
C  1.55742  0.73247  -0.00051  -1.09
O  -1.78331  0.96990  0.01636  -0.57
H  1.32411  -1.34112  -0.12024  0.38
H  -2.45064  -0.99521  -0.78109  0.21
H  -2.48075  -0.82563  0.96497  0.21
H  2.26417  0.69589  0.83038  0.30
H  1.00929  1.63238  0.00741  0.36
H  2.17231  0.84500  -0.78612  0.38

***

Entry 2:
Entry from the Open Molecules 2025 dataset: 2 unconnected molecules or ions with the total composition C4H6O (wB97M-V/def2-TZVPD).

The largest force on an atom comes out at 0.617 eV/A. The LUMO energy is 0.8 eV. The orbital gap comes out at 10.41 eV. The highest occupied orbital energy comes out at -9.6 eV. Its total energy is -231.11023 Ha. The SMILES is C1=CC1.C=O.

Each line ends with the Mulliken charge.
Cartesian coordinates (Å):
C  -0.53243  0.04212  1.04271  -0.40
C  -0.80594  0.95044  0.16470  -0.30
C  -1.37246  -0.40531  -0.11768  -0.37
H  -0.06545  -0.23405  1.97538  0.39
H  -0.71153  1.95782  -0.20891  0.33
H  -2.43991  -0.55802  0.04106  0.22
H  -0.94349  -1.01504  -0.92070  0.16
C  1.71801  -0.18157  -0.49156  -0.20
O  1.23759  -0.14667  -1.59638  -0.41
H  1.90779  -1.13611  0.03895  0.27
H  2.00781  0.72639  0.07243  0.31

***

Entry 3:
Entry from the Open Molecules 2025 dataset: a single C4H6O molecule at a distorted geometry (wB97M-V/def2-TZVPD).

The largest force on an atom comes out at 3.844 eV/A. The LUMO energy is 0.8 eV. The orbital gap comes out at 10.16 eV. The highest occupied orbital energy comes out at -9.3 eV. Its total energy is -231.12622 Ha. The SMILES is CC#CCO.

Each line ends with the Mulliken charge.
Cartesian coordinates (Å):
C  2.28960  0.23362  -0.03488  -1.07
C  0.88731  -0.06590  -0.11985  0.43
C  -0.32121  -0.30730  -0.13422  0.21
C  -1.76588  -0.54001  -0.01016  -0.66
O  -2.48274  0.68863  -0.17580  -0.52
H  2.29101  1.48695  0.08839  0.24
H  2.72590  -0.41039  0.93690  0.25
H  2.85774  -0.00548  -1.15003  0.26
H  -2.00926  -1.14110  0.84232  0.28
H  -2.09117  -1.24467  -0.82827  0.26
H  -2.38130  1.30566  0.58558  0.32

***

Entry 4:
Entry from the Open Molecules 2025 dataset: a single C4H6O molecule at a distorted geometry (wB97M-V/def2-TZVPD).

The largest force on an atom comes out at 3.673 eV/A. The LUMO energy (spin up / spin down) is 1.1 / -0.9 eV. The orbital gap (spin up / spin down) comes out at 7.93 / 11.23 eV. The highest occupied orbital energy (spin up / spin down) comes out at -6.8 / -12.1 eV. The spin multiplicity is 3. Its total energy is -231.07981 Ha.

Each line ends with the Mulliken spin population.
Cartesian coordinates (Å):
C  1.79091  -0.30761  0.04090  0.69
C  0.40549  -1.10185  -0.15675  0.21
C  -0.59915  -0.32464  0.48649  0.75
C  -0.78181  0.98688  -0.02090  -0.01
O  1.87330  0.88351  -0.01966  0.20
H  0.41608  -1.15928  -1.20552  0.00
H  0.34148  -2.20452  0.06681  -0.01
H  -0.91222  -0.61673  1.40556  0.04
H  -0.90728  0.84162  -1.13524  0.03
H  0.11455  1.69653  0.23800  0.08
H  -1.74133  1.30610  0.30030  0.01

***

Entry 5:
Entry from the Open Molecules 2025 dataset: a molecular structure, C4H6O2 (wB97M-V/def2-TZVPD).

The largest force on an atom comes out at 0.733 eV/A. The LUMO energy is 0.9 eV. The orbital gap comes out at 10.89 eV. The highest occupied orbital energy comes out at -10.0 eV. Its total energy is -306.44702 Ha.

Each line ends with the Mulliken charge.
Cartesian coordinates (Å):
O  2.05088  -0.45369  0.20918  -0.55
C  0.73286  -0.59886  -0.17533  -0.11
C  -0.47984  -0.42836  0.82182  -0.60
C  -1.25351  0.37529  -0.32132  -0.51
C  0.15428  0.69572  -0.67985  0.62
O  0.75308  1.75157  -0.64930  -0.62
H  2.23771  0.47561  -0.03072  0.34
H  0.57095  -1.48308  -0.80267  0.30
H  -0.99566  -1.33787  1.13292  0.32
H  -0.13995  0.15941  1.68204  0.25
H  -1.92858  1.23132  -0.22140  0.30
H  -1.70221  -0.38706  -0.96538  0.25

***

Entry 6:
Entry from the Open Molecules 2025 dataset: a single C4H6O2 molecule at a distorted geometry (wB97M-V/def2-TZVPD).

The largest force on an atom comes out at 3.628 eV/A. The LUMO energy is 0.2 eV. The orbital gap comes out at 9.44 eV. The highest occupied orbital energy comes out at -9.3 eV. Its total energy is -306.41564 Ha. The SMILES is CC(=O)C(C)=O.

Each line ends with the Mulliken charge.
Cartesian coordinates (Å):
C  0.23252  -1.57552  0.95467  -1.04
C  -0.48808  -0.49693  0.22029  0.58
O  -1.64665  -0.55580  -0.13121  -0.53
C  0.44426  0.86205  -0.01162  0.59
C  -0.23552  1.64987  -1.01598  -0.75
O  1.59711  0.90333  0.36151  -0.57
H  -0.49933  -2.17215  1.49870  0.33
H  0.79890  -2.22866  0.27930  0.26
H  0.94627  -1.09237  1.62182  0.33
H  0.17561  2.61569  -1.37134  0.30
H  -0.00730  0.49912  -1.37177  0.20
H  -1.31778  1.59139  -1.03439  0.32

***

Entry 7:
Entry from the Open Molecules 2025 dataset: a single C4H6O2 molecule at a distorted geometry (wB97M-V/def2-TZVPD).

The largest force on an atom comes out at 2.579 eV/A. The LUMO energy is 0.7 eV. The orbital gap comes out at 10.38 eV. The highest occupied orbital energy comes out at -9.7 eV. Its total energy is -306.44062 Ha. The SMILES is O=C1CC(O)C1.

Each line ends with the Mulliken charge.
Cartesian coordinates (Å):
O  -2.27655  -0.04574  -0.28890  -0.55
C  -1.08738  0.01293  -0.11966  0.46
C  -0.07402  -1.06799  0.21926  -0.78
C  0.95415  0.01742  0.46422  0.32
O  2.02908  -0.11018  -0.54239  -0.56
C  -0.07223  1.14962  0.21221  -0.64
H  -0.32303  -1.66340  1.04619  0.27
H  0.16623  -1.89112  -0.44964  0.29
H  1.44393  -0.10775  1.43503  0.37
H  2.71349  0.56080  -0.36510  0.29
H  0.01239  1.85875  -0.69929  0.24
H  -0.35640  1.81828  1.02698  0.28

***

Entry 8:
Entry from the Open Molecules 2025 dataset: a single C4H6O2 molecule (wB97M-V/def2-TZVPD).

The largest force on an atom comes out at 0.660 eV/A. The LUMO energy is 0.7 eV. The orbital gap comes out at 9.31 eV. The highest occupied orbital energy comes out at -8.6 eV. Its total energy is -306.28993 Ha.

Each line ends with the Mulliken charge.
Cartesian coordinates (Å):
C  -1.42358  0.76074  -0.14361  -0.59
C  -0.24932  -0.92860  0.97156  -0.64
O  -0.62615  -0.37406  -0.62113  -0.22
C  0.71648  -0.74756  -0.12599  0.42
C  1.75991  0.33047  -0.06067  -0.15
O  2.93639  0.06068  -0.04201  -0.45
H  -2.19719  0.39339  0.53811  0.29
H  -0.83577  1.50670  0.39179  0.33
H  -1.87430  1.15959  -1.04907  0.24
H  -0.67978  -1.93001  0.85024  0.21
H  1.07133  -1.60815  -0.70137  0.31
H  1.40199  1.37681  -0.00784  0.27

***

Entry 9:
Entry from the Open Molecules 2025 dataset: a single C4H6O2 molecule (wB97M-V/def2-TZVPD).

The largest force on an atom comes out at 0.597 eV/A. The LUMO energy is 0.3 eV. The orbital gap comes out at 8.44 eV. The highest occupied orbital energy comes out at -8.1 eV. Its total energy is -306.29801 Ha.

Each line ends with the Mulliken charge.
Cartesian coordinates (Å):
C  0.29140  0.10340  -1.74338  -0.50
C  -0.76851  0.63429  -0.37935  -0.13
O  -1.15291  -0.43394  -1.01191  -0.25
C  -0.61176  0.38018  1.13339  -0.41
C  0.57123  -0.48598  1.49010  -0.09
O  1.49186  -0.12350  2.18273  -0.47
H  1.19877  0.34765  -1.17192  0.32
H  0.06270  0.83698  -2.50688  0.27
H  0.43431  -0.90838  -2.14487  0.29
H  -0.54525  1.32159  1.68267  0.31
H  -1.52469  -0.16494  1.41521  0.31
H  0.55285  -1.50735  1.05420  0.35

***

Entry 10:
Entry from the Open Molecules 2025 dataset: a single C4H6O2 molecule at a distorted geometry (wB97M-V/def2-TZVPD).

The largest force on an atom comes out at 4.617 eV/A. The LUMO energy is 0.8 eV. The orbital gap comes out at 10.40 eV. The highest occupied orbital energy comes out at -9.6 eV. Its total energy is -306.46092 Ha. The SMILES is C=CCC(=O)O.

Each line ends with the Mulliken charge.
Cartesian coordinates (Å):
C  -1.96745  0.13352  -0.03073  -0.67
C  -0.86310  -0.53956  -0.23463  0.04
C  0.34972  -0.71466  0.54949  -0.49
C  1.52576  0.27870  -0.06317  0.56
O  2.70130  0.02730  -0.05106  -0.55
O  1.06327  1.47620  -0.48251  -0.42
H  -2.85569  -0.02689  -0.61936  0.26
H  -1.99689  0.90559  0.72344  0.24
H  -0.72701  -1.42306  -0.98815  0.15
H  0.77741  -1.71602  0.52297  0.27
H  0.21044  -0.37851  1.57757  0.26
H  1.78224  1.97740  -0.90384  0.34

***

Entry 11:
Entry from the Open Molecules 2025 dataset: a single C4H6O2 molecule (wB97M-V/def2-TZVPD).

The largest force on an atom comes out at 0.348 eV/A. The LUMO energy is 0.8 eV. The orbital gap comes out at 9.14 eV. The highest occupied orbital energy comes out at -8.4 eV. Its total energy is -306.30214 Ha.

Each line ends with the Mulliken charge.
Cartesian coordinates (Å):
O  1.29827  -0.79298  -1.37104  -0.55
C  0.26424  -0.79021  -0.42250  0.04
C  0.64082  -0.17532  0.93212  -0.45
C  -1.69248  0.39308  0.61070  -0.68
O  -0.13146  1.04776  0.63868  -0.24
C  -0.75789  0.34688  -0.53209  0.06
H  1.72440  0.07525  -1.36589  0.33
H  -0.16729  -1.79127  -0.41478  0.39
H  0.20352  -0.65044  1.80849  0.32
H  1.69547  0.07475  1.06778  0.28
H  -2.24212  1.34274  0.51047  0.15
H  -0.83549  0.91977  -1.46196  0.35

***

Entry 12:
Entry from the Open Molecules 2025 dataset: a single C4H6O2 molecule (wB97M-V/def2-TZVPD).

The largest force on an atom comes out at 0.498 eV/A. The LUMO energy is 0.9 eV. The orbital gap comes out at 10.69 eV. The highest occupied orbital energy comes out at -9.8 eV. Its total energy is -306.47096 Ha. The SMILES is O=C1CCOC1.

Each line ends with the Mulliken charge.
Cartesian coordinates (Å):
O  1.28541  -1.67483  -1.03009  -0.56
C  0.57983  -0.86542  -0.48255  0.35
C  0.86985  0.61697  -0.29514  -0.27
C  -0.37228  1.15613  0.42534  -0.41
O  -1.25145  0.05482  0.69509  -0.40
C  -0.77611  -1.15273  0.15113  -0.21
H  1.04682  1.08052  -1.27256  0.27
H  1.79305  0.73138  0.28354  0.25
H  -0.12288  1.63043  1.38337  0.26
H  -0.91214  1.89218  -0.18448  0.25
H  -1.46721  -1.54965  -0.60733  0.23
H  -0.67288  -1.91982  0.93369  0.24